A structure of composition C42H105CrF3NO32P7S2. Source: OMol25; level of theory: ωB97M-V/def2-TZVPD.

Cartesian coordinates (Å):
Cr -25.72976 14.04479 26.80473
F -26.40543 14.14887 24.89774
N -25.15817 15.95392 26.97886
S -25.60486 17.09566 28.16472
O -26.95122 17.66372 28.11582
O -24.49550 17.76119 28.84725
F -25.92789 15.98846 29.27963
S -24.67681 17.16252 26.13835
O -23.35260 17.66577 26.37786
O -25.70897 17.99008 25.53940
F -24.41727 16.33391 24.80535
C -21.01194 15.91724 22.38667
C -20.67815 17.39808 21.67828
O -21.65756 18.39885 21.93207
P -23.02032 18.27720 20.98387
O -22.80649 17.50349 19.73990
O -24.11836 17.66456 21.94609
C -25.39105 17.34269 21.42136
C -25.56777 15.83948 21.40680
O -23.53989 19.79305 20.62125
C -23.71919 20.78938 21.61929
C -25.04767 20.54540 22.34715
H -20.29874 15.11450 22.19945
H -20.94745 15.96032 23.47390
H -21.99637 15.62188 22.02368
H -19.71291 17.68980 22.09217
H -20.55691 17.31893 20.59794
H -26.06814 17.86708 22.09565
H -25.50073 17.70120 20.39787
H -24.89925 15.18058 20.85269
H -25.36037 15.52118 22.42845
H -26.58739 15.59992 21.10500
H -22.99980 20.83915 22.43667
H -23.60453 21.67960 21.00087
H -25.31850 21.47934 22.83961
H -25.86783 20.34675 21.65725
H -24.76474 19.79211 23.08241
C -21.22769 19.12832 29.06628
C -21.87433 19.05346 30.41913
O -20.81762 18.70132 31.32321
P -20.89962 18.75105 32.96212
O -22.30740 18.91018 33.40305
O -20.23276 17.22886 33.43631
C -18.88217 16.82149 33.28392
C -18.74567 15.47431 32.71530
O -19.78547 19.81361 33.52474
C -19.82492 21.19678 33.18762
C -18.41686 21.75034 33.64475
H -21.02782 18.13111 28.67421
H -21.87264 19.70379 28.40222
H -20.28922 19.68057 29.11520
H -22.24120 20.03081 30.73267
H -22.71786 18.36835 30.50376
H -18.31994 17.52929 32.67480
H -18.40680 16.81182 34.26475
H -17.69359 15.22051 32.58562
H -19.15986 14.63197 33.26938
H -19.28645 15.45374 31.76913
H -19.83904 21.35474 32.10922
H -20.63790 21.63861 33.76378
H -17.69045 21.24482 33.00844
H -18.35136 22.79611 33.34446
H -18.03958 21.73489 34.66726
C -28.18988 19.59127 23.92883
C -29.38495 19.92736 23.06060
O -28.95950 20.34698 21.79894
P -28.83293 21.84978 21.29001
O -29.92396 22.43076 20.42773
O -27.33976 21.85689 20.54077
C -27.30265 21.34059 19.23943
C -26.05589 21.69506 18.60523
O -28.62887 22.60678 22.72264
C -28.31430 23.95751 22.67078
C -29.59504 24.87144 22.93633
H -27.39412 19.01810 23.45307
H -27.83773 20.60210 24.13451
H -28.60053 19.03130 24.76901
H -29.80576 18.92738 22.95551
H -30.11470 20.57126 23.55148
H -27.44293 20.26054 19.28312
H -28.02463 21.76240 18.54021
H -25.96565 20.93821 17.82605
H -25.92501 22.75096 18.36848
H -25.13896 21.53866 19.17345
H -27.40003 24.10311 23.24613
H -27.86477 24.31378 21.74390
H -30.20222 24.48307 22.11865
H -29.96980 24.73237 23.95039
H -29.44230 25.94949 22.88561
C -19.97247 15.40140 27.26959
C -21.44965 15.25221 27.25087
O -21.87149 15.21629 25.81031
P -22.62447 13.81807 25.24166
O -23.91987 13.49127 25.80036
O -21.55817 12.63842 25.47901
C -20.31596 12.83062 24.84350
C -19.31233 11.95523 25.59952
O -22.62205 14.02480 23.63009
C -23.29290 13.11580 22.73957
C -22.69071 11.68618 22.67136
H -19.58222 16.03320 26.47170
H -19.73983 15.80071 28.25678
H -19.43861 14.45126 27.25108
H -21.74663 14.41247 27.87916
H -21.77783 16.14088 27.79000
H -20.12888 12.48006 23.82851
H -20.09706 13.87990 24.64551
H -19.47927 10.89139 25.43077
H -18.29065 12.28504 25.41110
H -19.40477 12.14263 26.66931
H -24.37465 13.00895 22.82018
H -23.18530 13.61173 21.77491
H -21.69057 11.75100 22.24285
H -22.30075 11.34700 23.63104
H -23.26125 11.01098 22.03364
C -30.74483 17.19177 28.40950
C -30.13101 16.03649 27.81235
O -29.41872 15.42078 28.88716
P -28.63742 14.02646 28.59685
O -27.59953 14.19644 27.56862
O -28.21386 13.33337 29.99979
C -28.01858 14.05586 31.25332
C -29.35390 14.32985 31.87500
O -29.76169 13.03582 28.08409
C -30.70287 12.41622 28.89865
C -30.83874 10.91247 28.57431
H -31.48280 17.62740 27.73591
H -31.30448 17.19511 29.34485
H -29.93631 17.92265 28.42370
H -30.91220 15.42133 27.36579
H -29.42503 16.24190 27.00767
H -27.33763 13.58091 31.95960
H -27.53477 15.01334 31.06030
H -30.11692 14.78871 31.24624
H -29.66822 13.41990 32.38618
H -29.08668 14.94732 32.73257
H -30.49160 12.50407 29.96436
H -31.64065 12.92878 28.68431
H -30.11507 10.27330 29.08015
H -31.76288 10.43450 28.89929
H -30.66085 10.71833 27.51660
C -25.50122 21.61696 26.04320
C -24.60739 22.47268 26.97312
O -23.36012 22.62365 26.29659
P -22.93582 23.88965 25.38762
O -23.79010 24.08227 24.15855
O -22.94187 25.05629 26.49174
C -22.66386 26.35591 26.05516
C -21.48293 26.87669 26.89383
O -21.38227 23.69379 25.02548
C -20.99513 22.57322 24.19839
C -20.62691 21.30211 24.98977
H -25.97134 22.31284 25.34833
H -24.92158 20.88174 25.48502
H -26.33521 21.16087 26.57662
H -25.12063 23.37778 27.29790
H -24.29118 21.83350 27.79747
H -22.43944 26.33887 24.98865
H -23.54071 26.99988 25.98778
H -21.60566 26.76405 27.97103
H -20.72577 26.21538 26.47255
H -21.10528 27.89243 26.77652
H -21.70778 22.27029 23.43127
H -20.13609 22.88757 23.60567
H -20.31681 20.54067 24.27413
H -19.73028 21.50531 25.57533
H -21.48281 21.15601 25.64870
C -23.18758 15.83797 36.83480
C -23.68277 15.54752 35.39603
O -23.47131 14.19026 35.20844
P -24.32009 13.54824 34.03478
O -25.76403 14.03047 34.00185
O -24.16200 11.94949 34.24070
C -24.89837 11.12611 33.35544
C -24.23056 9.75580 33.51308
O -23.60610 13.93122 32.58323
C -24.11906 14.95391 31.79526
C -23.00620 15.35367 30.81588
H -22.14541 15.57734 37.01934
H -23.22187 16.83733 37.26862
H -23.78324 15.21192 37.49915
H -24.66936 15.95052 35.16725
H -23.06526 16.11029 34.69599
H -25.96676 11.13574 33.57118
H -24.82267 11.42228 32.30919
H -23.22791 9.85850 33.09806
H -24.02054 9.33797 34.49767
H -24.61397 8.90774 32.94573
H -25.04564 14.77580 31.24953
H -24.39021 15.84301 32.36454
H -22.16487 15.84342 31.30619
H -22.68871 14.50958 30.20365
H -23.51930 16.13449 30.25450

Cartesian forces, eV/Å:
Cr -1.2 1.2 -5.0
F 1.1 -0.3 3.8
N -1.1 0.4 3.4
S -3.8 0.3 8.0
O 2.9 -0.6 -1.3
O -1.8 -0.8 -2.5
F 0.3 -1.1 -0.3
S 3.9 2.4 -11.5
O -1.6 -0.2 1.1
O 0.5 -0.1 2.9
F 0.4 -1.1 0.2
C 0.2 2.3 -1.0
C 0.7 -2.8 0.8
O -2.2 0.0 -0.6
P 0.8 0.8 -1.3
O -0.1 0.6 1.0
O 1.6 0.4 0.6
C -0.1 -0.5 -1.0
C -0.2 -0.4 1.2
O 1.8 -2.8 0.7
C -1.1 0.7 0.1
C 0.8 1.2 -0.4
H 0.2 0.3 -0.9
H -0.6 0.6 0.0
H 0.1 0.0 0.3
H -0.3 0.6 0.1
H -0.1 -0.4 0.1
H -0.4 -0.4 -0.3
H 0.0 0.4 0.0
H 0.3 0.9 -0.7
H -0.6 -0.2 0.3
H -0.1 -0.1 0.2
H 0.7 -0.4 -0.5
H -0.5 0.4 0.6
H 0.0 0.0 0.4
H 0.2 -0.5 0.2
H -0.9 -0.2 0.0
C -0.3 0.2 -0.3
C 0.1 0.8 0.7
O 1.1 -0.3 2.2
P 0.4 -2.0 0.0
O 1.5 -0.1 -0.1
O -2.0 3.1 -0.9
C 0.9 1.1 0.9
C -0.5 -1.4 -1.0
O -1.3 -2.6 -1.1
C 2.0 0.7 1.7
C -0.5 0.3 -1.3
H 0.0 0.1 -0.2
H -0.1 -0.3 -0.3
H 0.0 -0.1 0.2
H -0.1 0.1 -0.1
H 0.2 -0.2 -0.1
H -0.1 0.1 -0.1
H -0.1 0.3 0.2
H 0.0 0.2 -0.3
H -0.2 0.4 0.5
H 0.3 -0.1 -0.4
H -0.5 -0.1 0.0
H -0.1 0.2 -0.5
H 0.1 -0.1 0.1
H -0.2 0.2 -0.1
H -0.8 -0.5 0.2
C -0.4 1.5 0.1
C 0.1 -2.5 0.7
O 0.1 1.1 -1.5
P -0.3 1.2 -0.9
O 2.0 -1.3 1.6
O -2.7 0.7 2.4
C -1.0 -0.4 -0.5
C 3.0 -0.3 -0.3
O -0.1 -2.0 -1.8
C 0.6 3.5 0.3
C 1.7 -1.4 0.1
H -0.3 0.0 -0.2
H 0.8 -0.3 1.0
H 0.5 0.3 0.4
H -0.9 0.2 -0.7
H 0.2 0.2 -0.2
H 0.0 -0.2 0.0
H -0.9 0.0 0.6
H 0.3 0.8 -0.9
H -0.6 -0.1 -0.8
H -0.2 -0.5 0.6
H -0.5 0.1 1.2
H -0.6 -0.6 -0.9
H -0.8 0.5 0.4
H -0.4 -0.5 -0.2
H 0.4 -0.1 -0.6
C 1.2 -0.7 0.5
C 0.4 0.4 -0.4
O -2.1 -2.9 0.0
P 5.1 2.7 -2.6
O -3.7 -0.5 2.8
O -2.2 0.8 0.0
C 2.8 -0.8 -0.7
C 0.1 1.4 1.1
O -0.5 -0.2 3.0
C -0.1 -1.3 -1.5
C 1.7 1.4 0.0
H -0.2 0.2 0.2
H 0.3 0.4 -0.1
H 0.0 -0.1 -0.3
H -0.4 -0.4 -0.6
H -1.1 0.2 -0.9
H -1.6 -0.5 -0.5
H 0.3 0.2 1.1
H 0.1 0.2 -0.2
H 0.0 -0.4 -0.5
H -0.2 -0.2 0.2
H -0.1 0.6 1.1
H 0.3 -0.1 0.0
H 0.0 0.3 -0.9
H -1.4 -0.6 0.4
H -0.2 0.0 0.6
C -0.5 3.6 -0.5
C -0.5 -1.5 -1.0
O 2.1 -3.0 0.5
P -3.8 -0.4 3.6
O 3.1 -0.3 -1.5
O 0.4 1.0 -2.2
C -0.3 1.7 -0.1
C 0.6 -0.6 1.5
O 2.8 0.9 -1.1
C -2.1 -1.7 1.0
C 0.7 -0.3 -0.1
H 0.0 0.0 -0.4
H 0.6 -0.9 0.2
H -0.3 0.5 0.7
H 0.2 -0.9 0.3
H 0.0 0.4 0.1
H -0.1 -0.8 -0.5
H 0.1 0.0 -0.5
H 0.2 -0.1 0.1
H -0.6 -0.1 -0.4
H -0.4 0.5 0.0
H 0.2 0.3 -0.1
H -0.1 -0.1 0.2
H 0.5 0.4 0.2
H -0.4 0.6 -0.2
H -0.4 0.2 -0.1
C -0.4 1.2 0.3
C -0.4 -2.3 -0.6
O 1.4 1.7 -0.9
P -1.6 -0.3 -1.2
O 1.3 -0.2 2.2
O -0.4 -1.7 -0.4
C 0.2 2.4 -0.8
C 0.2 -0.5 -0.8
O -0.9 -0.7 0.5
C 1.0 -0.9 -0.7
C 0.2 1.8 0.0
H 0.1 -0.2 -0.4
H 0.0 0.0 0.2
H 0.2 -0.2 0.2
H 0.5 0.2 -0.1
H -0.4 0.4 0.5
H 0.7 -0.1 -0.1
H -0.4 -0.2 1.0
H -0.2 -0.5 -0.1
H 0.7 0.0 0.9
H -0.6 0.1 -0.6
H -0.7 0.6 0.3
H 0.1 0.4 0.3
H -0.7 -0.3 0.1
H -0.1 0.0 0.3
H 0.2 -1.0 -0.1
C -0.4 -0.4 0.4
C 1.5 3.6 1.2
O -0.5 -2.7 -1.4
P -3.0 0.6 -1.0
O 2.5 -1.0 -0.2
O 0.6 2.8 -0.1
C -0.3 -1.9 -0.1
C 1.0 -0.6 -0.7
O -0.4 -2.1 2.6
C 0.7 1.8 -0.8
C -1.2 0.5 0.4
H 0.1 -0.4 -0.6
H -0.6 0.3 -0.8
H 0.0 -0.1 0.1
H -0.4 -0.8 0.5
H 0.4 -0.1 -0.1
H 0.0 0.1 0.5
H 0.3 0.3 0.0
H 0.2 0.2 -0.1
H -0.6 0.7 0.4
H -0.7 0.4 -0.2
H 0.0 -1.0 0.0
H 0.2 0.0 0.4
H 0.1 -0.3 0.2
H 0.0 0.1 -0.1
H 0.5 0.0 -0.7

Highest occupied orbital energy (spin up / spin down) = -11.5 / -11.5 eV
Charge = +1
Max |F| = 12.38 eV/Å
Gap between HOMO and LUMO (spin up / spin down) = 4.340 / 6.007 eV
DFT total energy = -8655.8424 a.u.
M = 1526.2 g mol⁻¹
Multiplicity = 4